The following is a DFT calculation (ωB97M-V/def2-TZVPD) of a structure of composition C27H30O25Pd2.

```
84
Properties=species:S:1:pos:R:3
C -1.192 -1.720 0.382
H -1.414 3.211 -0.170
C -5.638 4.748 2.643
C 4.213 0.506 -3.881
H 0.271 1.423 5.821
O -3.137 -4.587 0.223
C 4.388 2.458 1.810
H 3.534 -5.952 -4.099
H 2.066 0.988 -3.650
H 1.453 0.777 0.107
C 6.197 1.892 0.524
O -2.420 -1.742 0.614
H 0.491 4.374 1.848
C -0.980 4.136 0.215
O 1.285 3.554 0.153
C 4.098 2.604 -4.694
O -3.671 -6.493 -0.760
C -3.709 -4.196 -1.014
C 0.936 -7.185 -4.337
H -2.633 2.478 6.028
O -2.702 -6.540 1.271
C -4.384 -5.506 -1.485
H 4.466 3.461 2.221
O 4.473 1.355 -5.012
C 0.945 -2.690 -0.233
H -1.001 1.160 7.061
O -1.287 0.155 5.343
C -6.362 3.904 1.526
C 3.045 1.250 -3.237
H 1.092 -4.396 -3.269
H -2.970 -3.789 -1.705
Pd 3.953 -3.182 -0.571
H 2.973 1.167 -2.153
O 2.812 -1.134 -0.454
H -4.153 -5.633 -2.539
O 4.521 3.583 -5.224
H -5.775 5.808 2.449
O -3.317 2.459 1.712
O -4.278 4.306 2.564
O 0.410 -8.163 -4.713
H 3.675 1.837 2.346
H -6.882 3.051 1.955
H 3.684 3.660 0.464
O -5.211 3.327 0.874
C 4.096 2.666 0.279
O 5.576 1.658 1.697
C -1.982 0.519 4.284
O 3.333 2.610 -3.570
Pd -3.327 0.014 1.237
H -0.899 -3.794 0.061
C 0.224 3.657 1.069
C -0.798 1.322 6.003
C 0.989 4.328 -0.935
H -1.120 3.340 5.306
H -4.421 -3.439 -0.685
O -1.217 0.572 0.974
O 7.353 1.697 0.315
C -0.495 -0.284 0.444
O -2.454 -0.270 3.468
O 1.784 4.514 -1.792
H -0.083 2.714 1.522
C -0.388 -2.841 0.107
O 5.329 2.430 -0.344
H -6.919 4.499 0.815
O -0.250 4.778 -0.857
H -6.045 4.551 3.631
H 3.861 -0.438 -4.284
H 2.942 -5.786 -2.396
C 0.883 -0.146 0.092
H 1.837 -4.222 -4.745
C -3.039 -5.929 0.323
O 1.674 -3.651 -0.525
C -4.140 3.362 1.645
O 0.594 -5.909 -4.530
C 1.586 -1.317 -0.210
O 2.122 -7.226 -3.570
O -2.164 1.805 4.218
C 2.660 -5.936 -3.440
C 1.579 -5.009 -4.038
H 3.284 2.137 -0.213
C -1.718 2.447 5.442
H -1.712 4.821 0.623
H -5.436 -5.509 -1.207
H 5.036 0.540 -3.169
```

spin multiplicity: 5
highest occupied orbital energy (alpha / beta): -14.0 / -14.0 eV
charge: +2
⟨S²⟩: 6.038
gap between HOMO and LUMO (alpha / beta): 5.8 / 3.8 eV

Atomic partial charges in e from the Löwdin method, atoms 1 to 5:
1 C -0.25
2 H 0.11
3 C -0.05
4 C -0.10
5 H 0.14

The following is a DFT calculation (ωB97M-V/def2-TZVPD) of a structure of composition C27H31AsF3N5O3RhS2.

```
73
Properties=species:S:1:pos:R:3
C 3.796 -0.514 -3.479
N -0.049 2.208 2.397
H -3.989 -3.200 -0.185
C 1.291 -1.767 1.184
H 5.675 -1.655 -4.881
H 1.578 4.669 3.952
H -1.730 4.403 -2.251
O -2.819 -0.270 0.098
F -3.035 2.075 5.402
C -3.590 -2.471 -2.651
H 1.568 -5.251 -0.464
H 4.512 -2.142 -6.127
C 0.052 3.453 4.856
C 1.505 -4.282 0.005
C 2.586 -1.203 3.528
H 1.773 0.760 3.191
As -1.781 2.615 -0.448
C 4.755 -2.202 -5.068
C -1.976 4.194 0.723
C 2.674 -2.477 3.035
H -4.559 -2.818 -2.286
H -2.508 -0.685 -2.267
H -2.499 3.919 1.638
C -1.745 1.906 5.722
H 3.223 -3.244 3.562
H 0.078 3.954 5.812
H 2.671 -4.847 1.705
H 2.230 -3.133 -4.911
H -3.721 -2.205 1.212
H -0.998 4.597 0.979
H -2.890 -3.313 -2.658
C 1.315 -1.758 -3.554
N -3.123 -1.374 -1.838
C -3.172 -1.305 -0.497
H 1.439 3.450 1.759
C 0.767 -3.279 -0.627
H -2.551 4.962 0.202
H -3.715 -2.116 -3.673
H 4.921 -3.250 -4.828
C 0.805 3.196 2.600
C 2.373 -2.260 -4.292
S -1.908 0.498 2.928
H -4.223 2.057 -0.097
C 0.633 -2.024 -0.059
C 0.886 3.855 3.817
C -3.660 2.428 -0.952
C 3.626 -1.651 -4.260
N 1.180 -0.533 1.720
H -0.072 3.890 -1.841
N -0.164 -1.055 -0.603
C -1.088 3.547 -2.030
C -0.865 1.796 3.378
O -0.934 0.360 -2.469
S 0.256 0.052 -1.709
F -1.552 2.532 6.887
C 2.046 -2.792 1.813
H 2.864 0.861 -2.111
H -3.732 1.705 -1.762
O 0.856 1.201 -1.039
H 0.280 -3.489 -1.567
Rh -0.741 0.593 0.792
N -3.694 -2.328 0.214
C -0.827 2.407 4.642
F -1.558 0.599 5.959
H 4.747 -0.006 -3.465
C 1.519 -0.642 -2.761
C 1.834 -0.254 2.822
H 3.076 -0.917 4.446
H -1.079 2.860 -2.873
C 2.128 -4.059 1.204
H 0.337 -2.211 -3.605
H -4.057 3.395 -1.273
C 2.751 -0.018 -2.723
```

spin multiplicity: 5
highest occupied orbital energy (alpha / beta): -10.7 / -10.7 eV
charge: +1
⟨S²⟩: 6.019
gap between HOMO and LUMO (alpha / beta): 8.1 / 5.5 eV

Atomic partial charges in e from the Löwdin method, atoms 1 to 5:
1 C -0.02
2 N -0.07
3 H 0.10
4 C -0.15
5 H 0.08

The following is a DFT calculation (ωB97M-V/def2-TZVPD) of a structure of composition C27H31BN14O4V.

```
78
Properties=species:S:1:pos:R:3
C -2.323 -1.985 -3.378
C -3.313 -1.372 0.853
H -0.567 -6.910 -0.900
C -0.238 3.642 1.228
V -0.554 -0.133 0.043
N 1.607 1.433 -1.042
H -2.007 4.289 2.385
N 2.000 0.827 1.288
O -1.173 0.829 -1.378
C -1.753 2.165 1.862
C 3.194 0.622 1.847
O -3.604 1.632 -0.435
C 3.305 5.032 1.516
N -3.706 0.446 -0.531
H 2.668 2.795 -2.217
C 1.633 -0.309 -2.356
C 0.034 -3.622 -0.362
C -2.338 -3.342 -3.202
H -2.700 -2.660 2.341
N -2.794 -0.323 0.250
N 0.154 2.440 0.819
H -2.674 0.489 2.865
N 2.499 3.202 0.577
N 1.202 0.130 -1.151
N -0.781 1.511 1.166
H 0.707 -2.309 3.545
O -4.467 -0.171 -1.254
N -0.991 -1.706 -1.396
H 3.711 5.734 2.223
H 3.965 1.371 1.788
H 3.165 6.246 -1.739
N -1.119 -1.518 1.645
H -0.448 -2.281 1.683
C 1.483 -2.449 2.789
C -1.649 -1.213 -2.431
N 2.595 4.132 -0.421
H 1.157 -3.205 2.073
H 2.776 0.674 -3.969
N -2.399 -2.093 1.562
H -2.055 -5.974 -2.624
B 1.595 2.028 0.377
C -1.594 -3.919 -2.150
N 1.206 -0.269 1.449
C -0.874 -3.064 -1.285
H -1.008 -0.958 2.494
C -1.444 3.510 1.901
H -4.854 -2.585 1.395
H 0.664 -1.896 -3.466
H 0.865 -5.404 0.449
C 3.385 6.435 -0.691
H 0.376 4.510 1.049
H 2.780 7.277 -0.355
H 4.431 6.727 -0.598
H 2.412 -1.879 -3.518
C 2.291 0.725 -3.010
H -2.884 -3.984 -3.882
C 1.932 -1.149 2.187
N -4.577 -1.771 0.871
O -1.944 0.907 -3.485
H 1.607 -2.441 -2.064
H -3.087 2.074 3.490
C 2.896 3.755 1.763
C -0.658 -5.840 -1.021
H -5.227 -1.389 0.200
C -1.487 -5.322 -1.972
C 2.254 1.803 -2.151
C 3.190 -0.619 2.442
C 3.102 5.220 0.124
H 0.725 -2.956 0.141
H -2.828 -1.486 -4.192
H 2.333 -2.885 3.309
H -3.805 1.534 1.984
C 0.140 -4.978 -0.233
C -2.891 1.517 2.576
C -1.615 0.286 -2.527
H 2.855 3.206 2.690
C 1.557 -1.711 -2.867
H 3.979 -1.077 3.013
```

spin multiplicity: 2
highest occupied orbital energy (alpha / beta): -13.7 / -13.7 eV
charge: +2
⟨S²⟩: 0.765
gap between HOMO and LUMO (alpha / beta): 5.5 / 6.2 eV

Atomic partial charges in e from the Löwdin method, atoms 1 to 5:
1 C 0.05
2 C -0.40
3 H 0.12
4 C 0.03
5 V 1.15

The following is a DFT calculation (ωB97M-V/def2-TZVPD) of a structure of composition C27H31ClF3N6O3PdS.

```
73
Properties=species:S:1:pos:R:3
F -1.075 4.590 -5.196
N -0.456 -2.165 -2.039
O 0.128 3.916 -2.024
H 0.671 -6.729 0.502
H 2.676 -2.473 1.316
H -0.260 -3.090 0.734
S 0.189 1.698 0.078
C 0.473 -5.662 0.398
H -6.073 2.141 0.041
H 0.583 -3.772 -2.845
C 0.132 -3.491 -1.897
C -4.768 3.080 1.478
C 0.140 -1.045 -2.427
H -1.287 0.538 3.661
H 0.702 -5.978 -2.277
N -0.645 -0.021 -2.112
O -0.406 5.908 -2.888
H -2.559 -0.028 -1.129
O 2.313 -2.859 -1.402
H 0.460 -5.232 1.400
N -1.650 -1.893 -1.465
H 2.466 4.000 -0.527
H -0.528 -5.560 -0.028
C 1.667 -5.831 -1.789
N -1.253 3.943 0.822
H -5.515 3.170 2.255
H 2.933 -4.641 1.190
H -0.744 -1.664 2.697
C 1.552 -5.028 -0.484
C 0.704 1.292 3.410
F -2.514 3.921 -3.731
Pd -0.257 1.962 -2.120
C -0.423 4.708 -2.887
C -3.478 3.539 1.692
C -0.077 3.334 0.573
C -2.570 3.396 0.656
H 3.094 -6.211 0.431
H 2.065 -6.821 -1.569
H 0.916 6.292 1.412
C -1.731 -0.594 -1.520
H 2.768 1.778 3.122
C 1.317 -1.187 2.305
C -1.220 4.005 -4.029
H 2.858 4.830 1.003
H -4.285 1.961 -1.670
C 2.903 -5.156 0.232
C 1.206 -3.532 -0.790
C 1.626 -2.495 1.615
C -5.078 2.505 0.255
C 0.322 5.423 1.194
C 0.704 -2.698 0.404
Cl 0.301 2.875 4.017
C 0.032 -0.911 2.772
C 1.998 1.027 3.005
F -0.793 2.681 -4.206
H 2.607 3.068 0.983
H 3.729 -4.804 -0.390
H 3.302 -0.406 2.108
C -4.080 2.403 -0.701
H 1.520 -3.321 2.322
N 0.883 4.233 0.807
H 2.347 -5.348 -2.493
H 0.504 -1.697 0.016
C -0.285 0.323 3.317
N -2.837 2.842 -0.510
H -0.698 -4.156 -1.677
C 2.301 4.015 0.549
H 1.121 -1.001 -2.867
H -1.818 5.928 1.423
C 2.291 -0.207 2.443
H -3.177 3.982 2.632
C -1.017 5.246 1.206
H 3.055 -2.847 -0.789
```

highest occupied orbital energy: -11.5 eV
charge: +1
gap between HOMO and LUMO: 7.8 eV

Atomic partial charges in e from the Löwdin method, atoms 1 to 5:
1 F 0.21
2 N -0.10
3 O -0.17
4 H 0.10
5 H 0.11

The following is a DFT calculation (ωB97M-V/def2-TZVPD) of a cluster of 5 separate species, C27H31F4NO3P2S in total.

```
69
Properties=species:S:1:pos:R:3
H 5.205 -0.542 3.137
F -6.516 -4.749 -5.321
P 0.645 -0.663 4.647
C 7.616 3.943 3.293
C 9.251 2.580 4.433
C -6.917 -1.836 -3.122
P 1.738 0.619 3.252
H -1.229 0.237 5.137
H 8.048 6.037 3.204
C -5.796 0.306 -3.178
N 0.647 1.974 2.967
H 10.186 5.833 4.426
C -4.761 -5.186 -8.446
C 8.387 5.068 3.546
H 4.976 -0.435 6.146
O 3.620 0.753 5.279
H 9.564 1.602 4.772
H -0.284 1.580 3.079
C 4.967 -0.964 4.104
C 10.017 3.710 4.674
H 5.796 -1.614 4.359
H -0.794 -0.120 0.657
H 4.082 -1.583 4.059
C -4.336 -4.105 -5.922
H -9.017 -1.782 -2.718
C 9.586 4.954 4.233
F 7.314 1.621 3.506
H -2.758 -4.554 -8.883
H 2.961 2.404 4.331
C -5.779 -1.072 -3.279
H -7.043 2.009 -2.840
H -2.384 -3.599 -6.635
H -2.604 2.265 -3.277
H 0.733 2.595 3.772
C -3.543 -4.596 -8.139
H -4.197 -3.686 -4.936
F -4.616 -1.709 -3.548
S 1.711 -1.897 5.670
H -2.912 -0.198 -3.053
H -4.892 0.881 -3.300
C 3.231 1.375 4.093
C -8.163 0.185 -2.747
C -1.518 2.405 -1.445
H -2.018 -1.378 -1.086
C -8.117 -1.198 -2.849
C 8.064 2.719 3.744
C -5.537 -4.699 -6.250
H -6.859 -2.912 -3.217
C -7.006 0.931 -2.914
H -4.928 -5.603 -9.430
C -2.386 0.354 -2.293
H 5.697 0.773 5.113
H -9.102 0.680 -2.538
C -5.769 -5.244 -7.496
H 0.107 -2.214 3.361
O -0.365 0.189 5.587
C -1.877 -0.310 -1.187
C -3.332 -4.058 -6.877
C -1.190 0.396 -0.209
H 10.953 3.619 5.207
H -6.723 -5.705 -7.713
C -2.211 1.725 -2.425
O -0.392 -1.438 3.681
C -1.002 1.764 -0.337
F -1.340 3.736 -1.573
H 6.682 4.009 2.753
H -0.458 2.329 0.409
C 4.867 0.076 5.199
H 4.022 1.412 3.357
```

highest occupied orbital energy: -8.4 eV
SMILES: CCOCP(N)P(O)(O)=S.Fc1ccccc1.Fc1ccccc1.Fc1ccccc1.Fc1ccccc1
gap between HOMO and LUMO: 8.7 eV

Atomic partial charges in e from the Löwdin method, atoms 1 to 5:
1 H 0.07
2 F 0.05
3 P -0.02
4 C -0.02
5 C -0.02

The following is a DFT calculation (ωB97M-V/def2-TZVPD) of a structure of composition C27H31FN13O3SSiTi.

```
78
Properties=species:S:1:pos:R:3
C -0.068 -1.446 5.115
O -0.011 0.359 3.012
N -2.947 -0.116 6.635
H 3.491 -4.375 -4.691
H 0.903 -2.669 0.869
N 3.280 3.417 -0.537
N 0.784 1.419 -2.957
Ti 0.428 0.980 1.124
N 2.628 4.818 1.180
C 2.382 3.677 0.468
N 0.697 -2.301 5.253
C -2.448 0.464 0.127
H 4.294 -2.315 1.190
N 1.599 -0.277 -0.423
C 0.333 0.274 -2.438
H 2.522 2.176 -1.965
H 2.513 -4.953 -2.490
Si -1.431 -1.826 1.127
H 2.449 -0.272 -4.047
H -2.779 0.152 -3.738
H -1.144 -2.951 -1.081
C -0.932 -0.227 -2.722
C 3.139 -0.671 1.190
H -3.193 3.307 -1.622
H 4.103 1.855 -1.446
H -5.542 2.454 -1.298
O -0.650 2.698 1.546
H 0.352 3.049 -4.127
C -2.689 -2.103 2.506
H -2.049 -3.965 0.036
C -1.776 0.504 -3.534
H 3.465 -2.022 -5.460
C 1.955 -1.611 -2.450
C -1.322 1.705 -4.058
C -3.400 2.385 -1.093
H 4.338 -1.401 2.635
C -3.772 -0.005 0.251
C -2.072 -0.284 5.897
C -2.345 1.664 -0.593
H 3.613 4.973 1.339
C 2.481 -1.299 -3.700
N -1.921 1.393 3.683
S 2.674 0.667 2.171
H 0.722 -1.891 2.451
H -2.867 -2.636 -0.794
C 3.061 -3.602 -4.066
H -1.727 2.112 2.994
H -3.036 -1.160 2.932
H -3.958 -0.928 0.780
C 1.973 -2.938 -2.025
N 3.187 2.193 -1.197
N 4.197 -1.417 1.639
C -1.019 -0.410 4.966
N -1.314 -0.165 0.593
H -2.563 1.574 4.435
C 3.045 -2.285 -4.497
C -1.930 -2.938 -0.320
C 1.307 -0.537 -1.650
C 0.219 -2.499 1.699
H -2.243 -2.685 3.314
H 2.075 4.806 2.046
C -0.963 0.465 3.856
H -1.949 2.316 -4.694
F -1.088 2.113 -0.855
H -3.564 -2.652 2.147
C -4.858 0.696 -0.256
H 0.015 -3.465 2.170
O 0.960 3.602 2.884
C 2.514 -3.925 -2.831
N 0.637 2.901 1.874
H -5.852 0.289 -0.112
H -1.254 -1.156 -2.272
N 2.619 -1.063 0.061
C -4.693 1.901 -0.921
H 1.565 -3.188 -1.056
H 3.539 4.236 -1.072
N 1.349 2.922 0.633
C -0.040 2.114 -3.739
```

highest occupied orbital energy (alpha / beta): -4.7 / -4.5 eV
charge: -1
gap between HOMO and LUMO (alpha / beta): 7.0 / 6.8 eV

Atomic partial charges in e from the Löwdin method, atoms 1 to 5:
1 C -0.24
2 O -0.22
3 N 0.11
4 H 0.10
5 H 0.00

| no. | E_tot (Eh) | strongest force on any atom (Eh/bohr) |
| --- | --- | --- |
| 1 | -3182.81786 | 0.056 |
| 2 | -4989.07176 | 0.044 |
| 3 | -3083.44775 | 0.004 |
| 4 | -2887.45949 | 0.003 |
| 5 | -2808.31678 | 0.039 |
| 6 | -3622.17285 | 0.036 |